The following is a DFT calculation (ωB97M-V with the def2-TZVPD basis set) of the molecule C4H3ClOS2.

Calculated values
LUMO energy: -1.2 eV
strongest force on any atom: 0.85 eV/A
HOMO level: -9.37 eV
ΔE to the lowest compared entry with this formula, charge and spin: 157.7 kJ/mol
gap between HOMO and LUMO: 8.2 eV
molecular weight: 166.65 Da
structure (SMILES): O=CC(Cl)(C=S)C=S
electronic energy: -1485.9593 Eh

Geometry as XYZ:
```
11
Properties=species:S:1:pos:R:3:mulliken_charge:R:1
C -0.0218 0.2622 -0.1938 1.01
C -1.4592 -0.1220 0.1113 -0.37
C 0.6945 0.6911 1.0990 -0.19
C 0.7386 -0.7955 -0.9595 -0.46
H -1.9947 0.6628 0.6316 0.30
H 1.7171 1.0647 0.9647 0.37
H 0.3722 -1.0086 -1.9779 0.31
O 0.1694 0.6273 2.1825 -0.44
S -2.1374 -1.5216 -0.2557 -0.20
S 1.9881 -1.6037 -0.3697 -0.19
Cl -0.0670 1.7434 -1.2326 -0.16
```